Here is one molecule with the formula C6H14N2 in a non-equilibrium geometry from the Open Molecules 2025 dataset. Energies are from ωB97M-V/def2-TZVPD.

Output
Kohn-Sham gap: 7.81 eV
HOMO level: -6.79 eV
LUMO level: 1.024 eV

Positions of all 22 atoms, in Å:
C 0.5138 -0.6512 1.1079
C -0.1674 0.8515 -0.1340
C -0.3882 -1.7647 1.1399
C -1.4855 0.4862 -0.7363
C 1.4507 -0.0611 -2.0107
C 1.0210 1.0541 -1.0585
N 0.2324 0.7158 1.3097
N -0.8153 1.0236 2.2427
H 1.4496 -0.8707 0.7235
H -1.4372 -1.3657 1.1808
H -0.0676 -2.2827 2.1368
H -0.3005 -2.3108 0.2585
H -1.3484 -0.4763 -1.2767
H -1.9117 1.3058 -1.3892
H -2.2234 0.3903 0.0086
H 2.0960 -0.7349 -1.5532
H 2.0403 0.3923 -2.7789
H 0.6915 -0.6733 -2.4326
H 0.7743 1.8755 -1.7135
H 1.8645 1.2195 -0.4282
H -0.4764 1.5636 3.1043
H -1.5127 0.3134 2.2994

Mulliken population analysis, charges in e, atoms 1 to 5: number 1, C, carries -0.454; number 2, C, carries 0.525; number 3, C, carries -1.038; number 4, C, carries -1.228; number 5, C, carries -1.208